# 1
C67H140F20N13NaO24S12 as an isolated structure in a non-equilibrium geometry, computed with ωB97M-V/def2-TZVPD.

Values from the calculation:
Energy above the lowest of the compared OMol25 structures with the same formula, charge and spin (eV): 5.6631
Net charge: +2
E_tot (eV): -329007.77366
Lowest unoccupied orbital energy (eV): -3.199

CARTESIAN COORDINATES (ANGSTROEM)
S  -2.979  -10.434  21.181
S  7.415  -10.949  17.852
S  8.228  -21.254  10.842
S  -11.862  -1.047  14.714
S  -1.844  -16.606  3.099
S  -1.742  -18.033  1.267
S  -1.741  -8.813  22.406
S  9.107  -23.040  9.688
S  -0.480  -11.492  11.460
S  -12.768  1.258  15.180
S  6.231  -8.852  17.469
S  -1.209  -9.287  12.308
Na  1.229  -11.266  17.104
F  -14.132  3.649  15.390
F  7.182  -11.569  19.335
F  -14.529  2.495  13.465
F  -0.197  -8.986  22.788
F  -15.408  1.900  15.467
F  1.492  -13.006  12.346
F  -0.517  -13.625  12.945
F  -11.402  -0.191  12.335
F  0.331  -14.004  10.878
F  -12.623  -1.980  12.300
F  -10.419  -2.024  12.575
F  -3.489  -10.190  13.613
F  8.768  -23.968  8.398
F  6.685  -20.701  10.747
F  -2.937  -11.229  19.726
F  -0.623  -15.876  3.982
F  4.677  -8.548  17.119
F  -0.823  -18.236  -0.032
F  -3.505  -8.014  13.104
F  -2.293  -8.757  14.740
O  -1.760  -8.943  10.989
O  7.413  -12.252  17.163
O  0.610  -10.879  10.699
O  -2.655  -15.435  2.998
O  -1.694  -19.350  1.911
O  -3.402  -11.442  22.147
O  -12.000  -2.370  15.308
O  9.008  -24.104  10.628
O  9.012  -20.028  10.715
O  -3.992  -9.470  20.862
O  -3.010  -17.600  0.701
O  -2.231  -17.709  3.953
O  -1.741  -7.407  21.946
O  -0.218  -8.254  12.780
O  -11.734  1.781  14.279
O  6.883  -8.714  16.185
O  8.246  -21.935  12.132
O  -2.467  -9.075  23.661
O  10.383  -22.486  9.300
O  8.723  -10.206  17.989
O  6.294  -7.781  18.478
O  -10.622  -0.434  15.285
O  -12.396  1.474  16.623
O  -1.780  -11.755  10.766
N  -0.801  -17.020  1.831
N  -1.443  -10.118  21.310
N  5.852  -10.218  17.946
N  -16.622  -12.463  18.160
N  -13.349  -0.071  14.751
N  0.714  -24.687  8.429
N  -0.695  -10.837  12.781
N  7.144  -19.826  2.169
N  -5.912  -21.143  17.127
N  7.899  -22.179  9.435
N  -3.643  2.872  17.180
N  -8.483  -8.694  4.550
N  6.068  -1.182  11.565
C  1.134  -27.046  7.287
C  -16.894  -13.893  18.745
C  -0.431  -27.186  7.170
C  -19.061  -12.601  17.326
C  -0.862  -24.873  8.291
C  1.532  -25.536  7.366
C  -5.368  -21.256  18.592
C  0.245  -13.142  11.973
C  8.164  -20.466  -0.207
C  5.683  -19.725  1.677
C  4.611  -0.908  12.007
C  -7.375  -19.566  15.722
C  -1.195  -26.411  8.269
C  -14.305  2.384  14.838
C  6.433  -16.631  4.325
C  -4.778  -20.588  16.194
C  -5.012  2.808  17.922
C  -9.984  -8.555  4.948
C  -4.190  4.916  15.703
C  1.311  -25.159  9.829
C  -13.208  -11.305  16.504
C  8.214  -19.514  1.053
C  -5.309  -20.253  14.771
C  -18.377  -14.037  19.206
C  -2.369  -0.003  17.289
C  -3.984  6.299  15.378
C  6.772  0.162  11.268
C  6.719  -2.054  12.662
C  -11.519  -1.357  12.763
C  1.447  -24.510  12.305
C  1.082  -23.237  8.072
C  4.756  -3.995  9.196
C  -3.525  1.921  15.942
C  -14.648  -11.063  17.129
C  -19.306  -13.917  18.017
C  7.132  -17.414  3.232
C  -3.331  4.360  16.803
C  -8.002  -9.959  6.769
C  -8.809  -7.008  2.500
C  -2.699  -9.053  13.490
C  4.712  -0.070  13.382
C  5.979  -2.048  10.293
C  -2.466  2.431  18.144
C  -5.769  -23.749  16.628
C  -2.421  0.915  18.535
C  -7.019  -20.062  17.128
C  -10.415  -9.656  5.907
C  7.448  -22.266  1.471
C  -3.521  0.427  16.380
C  -6.655  -22.421  16.554
C  7.453  -21.346  2.625
C  -6.326  -19.180  14.789
C  5.259  -0.966  14.507
C  -7.492  -8.808  5.768
C  -17.667  -12.136  16.966
C  -9.523  -9.792  7.143
C  -8.213  -9.924  3.601
C  7.339  -18.919  3.451
C  -16.783  -11.446  19.321
C  -7.990  -7.367  3.844
C  6.674  -1.343  14.010
C  -15.148  -12.413  17.735
C  -8.445  -5.698  1.795
C  0.575  -24.444  11.074
C  -6.591  -24.982  16.180
C  5.387  -3.501  10.517
C  8.380  -21.907  0.323
H  8.049  -16.931  2.895
H  -7.767  -10.953  6.388
H  -6.051  -25.927  16.223
H  0.310  -23.433  10.766
H  5.386  -0.343  15.392
H  5.463  -18.826  1.102
H  3.749  -4.275  9.506
H  7.609  -23.200  2.010
H  0.822  -22.947  7.054
H  9.450  -21.992  0.510
H  -20.308  -14.087  18.411
H  2.601  -25.438  7.553
H  -3.538  4.964  17.686
H  -4.835  -23.488  16.131
H  6.215  0.523  10.403
H  -16.550  -10.476  18.881
H  7.172  -20.416  -0.656
H  6.601  -15.570  4.139
H  6.709  -21.573  3.389
H  -7.589  -25.124  16.596
H  -4.520  -20.074  14.041
H  -5.355  -23.957  17.614
H  9.194  -19.569  1.525
H  6.911  -16.864  5.277
H  -6.836  -24.761  15.142
H  -8.159  -10.836  4.196
H  -3.240  0.544  19.151
H  4.556  -3.662  11.204
H  7.423  -0.555  13.926
H  2.348  -24.825  9.801
H  -9.092  -5.562  0.929
H  -3.910  -21.246  16.156
H  8.479  -21.290  2.990
H  -4.483  -19.686  16.730
H  7.771  -2.084  12.377
H  -9.103  -9.871  2.974
H  -6.808  -19.022  13.825
H  8.062  -18.456  0.838
H  -15.386  -10.738  16.395
H  1.577  -27.599  8.115
H  -7.452  -5.713  1.344
H  -0.329  -25.052  11.106
H  -13.058  -10.832  15.534
H  -9.859  -10.688  7.665
H  -9.860  -7.008  2.789
H  -7.920  -18.633  15.860
H  1.283  -26.247  9.899
H  -5.838  -18.244  15.062
H  -7.928  -20.311  17.675
H  -6.538  -8.978  5.270
H  5.349  -16.729  4.394
H  -4.486  -21.896  18.561
H  3.968  -1.783  12.104
H  -1.112  -24.399  7.342
H  -4.479  6.956  16.095
H  8.989  -20.092  -0.814
H  5.056  -19.794  2.566
H  -7.288  -9.855  3.028
H  -10.302  -10.614  5.399
H  -18.599  -13.374  20.041
H  -0.983  -26.741  9.286
H  -17.820  -11.399  19.654
H  -2.938  6.600  15.433
H  -4.414  6.661  14.444
H  -14.444  -12.607  18.544
H  6.483  -22.394  0.981
H  -14.600  -10.247  17.850
H  -8.814  -7.815  1.767
H  -2.254  4.329  16.632
H  -8.186  -20.162  15.304
H  4.256  -0.233  11.228
H  6.584  -19.220  4.178
H  -7.449  -10.010  7.707
H  -12.945  -12.354  16.365
H  -19.467  -11.719  17.821
H  5.233  -4.893  8.804
H  -19.046  -14.779  17.403
H  -1.517  0.710  19.108
H  6.149  -4.194  10.872
H  -1.395  -24.291  9.043
H  6.805  0.856  12.108
H  -16.214  -11.766  20.194
H  -4.428  0.143  16.913
H  -17.631  -11.048  16.911
H  -18.352  -15.056  19.592
H  -10.558  -8.578  4.022
H  -5.264  1.755  18.043
H  -5.108  -20.282  19.006
H  -6.194  -21.677  19.165
H  -5.222  4.688  15.970
H  -7.573  -7.855  6.291
H  0.901  -23.977  13.083
H  -16.150  -14.178  19.489
H  6.974  -2.097  9.849
H  1.647  -25.561  12.513
H  5.191  0.900  13.249
H  7.757  -0.176  10.946
H  5.372  -20.664  1.219
H  -0.656  -28.246  7.287
H  2.166  -23.126  8.097
H  8.236  -19.244  3.978
H  -8.712  -4.892  2.478
H  -10.116  -7.530  5.294
H  -4.434  2.178  15.398
H  -0.825  -26.900  6.195
H  -1.441  0.269  16.786
H  -3.928  4.395  14.782
H  -6.936  -7.571  3.655
H  6.260  -3.033  12.799
H  1.293  -25.045  6.422
H  -8.068  -6.602  4.617
H  5.295  -1.512  9.636
H  -1.540  2.637  17.608
H  -2.216  -1.067  17.472
H  -6.910  -22.230  15.511
H  -17.309  -12.592  16.043
H  7.029  -2.031  14.777
H  -14.924  -13.246  17.070
H  4.686  -1.784  14.944
H  -2.621  2.250  15.431
H  -11.426  -9.330  6.152
H  -5.753  3.314  17.303
H  8.246  -22.602  -0.506
H  -5.702  -21.153  14.298
H  -3.429  -0.029  15.395
H  3.705  0.133  13.746
H  6.542  -17.286  2.325
H  -2.653  3.043  19.026
H  -2.272  -26.445  8.104
H  0.566  -22.622  8.809
H  -19.668  -12.624  16.421
H  -6.635  -19.245  17.739
H  1.569  -27.394  6.350
H  4.563  -3.230  8.443
H  2.417  -24.045  12.134
H  -4.918  3.249  18.914
H  -9.705  -8.876  7.706
H  -12.420  -10.876  17.123
H  -16.751  -14.520  17.865
H  -7.611  -22.519  17.069



# 2
A 5-piece molecular cluster, C67H41NO13S overall in a non-equilibrium geometry, computed with ωB97M-V/def2-TZVPD.

Values from the calculation:
Net charge: 0
E_tot (eV): -109081.65680
Structure (SMILES): O=CCN1C(=O)c2ccc(C[SH](=O)=O)cc2C1=O.O=C1c2ccccc2C(=O)c2ccccc21.O=C1c2ccccc2C(=O)c2ccccc21.O=C1c2ccccc2C(=O)c2ccccc21.O=C1c2ccccc2C(=O)c2ccccc21
Lowest unoccupied orbital energy (eV): -1.638

CARTESIAN COORDINATES (ANGSTROEM)
S  -5.073  0.847  4.598
O  2.757  -7.936  1.738
O  -0.711  3.786  -1.366
O  4.640  3.953  -2.687
O  3.138  1.227  5.429
O  0.859  -0.518  1.982
O  -6.137  1.508  5.461
O  2.571  -3.079  2.367
O  -4.096  7.537  0.344
O  7.978  -8.938  1.282
O  2.761  -0.979  -1.903
O  -4.902  4.214  -4.611
O  -6.846  -0.692  -3.827
O  -4.280  1.880  3.834
N  2.225  -0.603  4.052
C  -1.677  -0.387  4.284
C  4.192  -6.409  -0.112
C  -2.007  5.665  -1.910
C  -3.002  7.562  -3.692
C  3.209  0.356  -5.841
C  5.965  -9.432  2.386
C  3.503  0.477  0.363
C  0.987  -0.461  3.219
C  -5.716  1.539  -0.474
C  -2.861  5.611  0.868
C  -6.491  0.129  -6.473
C  6.558  -10.409  3.188
C  6.338  -5.905  -1.088
C  4.785  -7.387  0.688
C  3.956  -8.143  1.654
C  -0.157  -0.148  4.287
C  4.132  2.261  -1.141
C  -5.320  3.082  -4.433
C  3.219  0.137  -2.082
C  -6.117  0.767  -1.559
C  -4.032  -0.164  5.751
C  -6.181  0.938  -5.379
C  -2.457  0.058  5.580
C  0.647  0.493  5.461
C  -3.290  5.608  2.197
C  4.439  2.519  1.239
C  -2.078  6.614  -4.127
C  3.911  1.247  1.447
C  -5.449  2.535  -3.064
C  2.192  0.503  5.063
C  3.849  -9.824  3.482
C  3.071  -0.139  -4.549
C  6.154  -7.636  0.584
C  2.223  -1.986  4.625
C  6.930  -6.888  -0.302
C  -6.330  0.616  -7.765
C  -3.415  7.575  -2.365
C  4.968  -5.671  -0.998
C  -0.113  0.977  6.714
C  -6.373  0.417  -4.006
C  -1.506  4.627  -0.982
C  -5.042  3.304  -1.973
C  -1.667  0.735  6.727
C  -2.913  6.630  -1.469
C  3.650  1.662  -6.044
C  -1.573  3.611  1.286
C  4.237  2.816  -2.509
C  -1.991  4.619  0.415
C  4.606  -9.150  2.523
C  4.447  -10.784  4.292
C  -5.699  2.231  -5.584
C  -5.171  2.804  -0.680
C  -5.975  1.261  -2.857
C  -2.867  4.606  3.063
C  1.936  -3.086  3.461
C  -5.555  2.722  -6.882
C  5.799  -11.083  4.138
C  3.386  0.667  -3.455
C  3.851  1.966  -3.659
C  6.791  -8.690  1.405
C  3.972  2.466  -4.957
C  4.546  3.028  -0.051
C  -3.346  6.662  -0.054
C  -2.014  3.603  2.605
C  -1.581  5.667  -3.239
C  3.622  0.978  -0.934
C  -5.871  1.916  -7.970
H  7.998  -7.068  -0.380
H  6.263  -11.838  4.764
H  -3.958  6.384  2.558
H  1.139  -3.907  3.571
H  -0.866  4.927  -3.585
H  -6.853  -0.882  -6.320
H  2.970  -0.275  -6.691
H  -1.691  2.815  3.279
H  -3.205  4.602  4.094
H  -4.619  4.293  -2.126
H  -5.193  3.732  -7.048
H  2.721  -1.155  -4.397
H  3.237  -2.295  5.074
H  2.794  -9.599  3.604
H  4.955  4.022  -0.205
H  -5.755  2.298  -8.979
H  3.097  -0.516  0.532
H  1.399  -2.147  5.419
H  -2.184  -0.859  3.384
H  3.749  2.051  -7.052
H  -5.824  1.152  0.534
H  3.821  0.853  2.455
H  -6.537  -0.220  -1.392
H  -0.906  2.829  0.937
H  -4.256  -1.279  5.552
H  -4.849  3.402  0.167
H  -5.729  -0.025  3.707
H  7.612  -10.642  3.076
H  3.858  -11.302  5.042
H  3.125  -6.218  -0.043
H  -3.398  8.294  -4.389
H  6.945  -5.321  -1.773
H  -6.564  -0.017  -8.615
H  -4.345  0.058  6.840
H  0.461  1.476  7.558
H  4.321  3.481  -5.121
H  4.505  -4.908  -1.616
H  -4.131  8.319  -2.031
H  4.766  3.116  2.085
H  -2.246  1.069  7.656
H  -1.749  6.611  -5.161



| no. | HOMO level (Eh) |
| --- | --- |
| 1 | -0.34161 |
| 2 | -0.34291 |